(1)
Entry from the Open Molecules 2025 dataset: a molecular structure, C33H57FN2NiO2Si at a distorted geometry (ωB97M-V/def2-TZVPD).

The geometry in ORCA input format:
```
! RIJCOSX wB97M-V def2-TZVPD def2/J DEFGRID3
* xyz 0 3
O -2.221 1.960 -1.007
O -0.878 3.803 -0.905
C -2.447 1.791 -2.428
C -3.525 0.752 -2.795
H -1.524 1.510 -2.927
H -2.677 2.745 -2.900
H -3.276 -0.230 -2.399
H -3.606 0.653 -3.878
H -4.509 1.031 -2.420
C -3.360 2.610 -0.380
C -3.983 3.874 -1.024
H -3.055 2.860 0.633
H -4.174 1.898 -0.292
H -3.231 4.625 -1.259
H -4.698 4.336 -0.343
H -4.520 3.643 -1.943
C -0.499 4.249 0.398
C -0.195 4.246 -2.075
C -1.338 5.445 0.858
H 0.566 4.481 0.441
H -0.672 3.442 1.107
H -1.242 6.298 0.191
H -1.028 5.767 1.851
H -2.393 5.186 0.916
C -0.491 5.712 -2.395
H -0.506 3.636 -2.920
H 0.877 4.105 -1.965
H -1.563 5.904 -2.407
H -0.091 5.980 -3.372
H -0.029 6.374 -1.665
H -1.238 2.834 -0.945
N 0.089 -2.805 -0.081
C 1.201 -3.454 0.072
C 2.319 -2.957 0.835
C 2.392 -1.912 1.682
C 1.494 -4.813 -0.584
H 1.610 -4.698 -1.662
H 0.688 -5.525 -0.411
H 2.400 -5.289 -0.209
C 3.712 -1.559 2.356
H 3.644 -1.692 3.436
H 3.977 -0.522 2.153
H 4.534 -2.181 2.001
N 1.351 -1.078 2.009
C -0.933 -3.427 -0.851
C -1.027 -3.238 -2.254
C -0.047 -2.385 -3.048
C -2.032 -3.865 -2.995
H -2.104 -3.704 -4.062
C -2.943 -4.711 -2.380
H -3.715 -5.193 -2.963
C -2.837 -4.961 -1.020
H -3.534 -5.647 -0.559
C -1.839 -4.348 -0.257
C -1.757 -4.752 1.214
C 1.120 -0.646 3.336
C 1.430 0.670 3.738
C 2.058 1.685 2.795
C 1.174 1.076 5.051
H 1.401 2.086 5.362
C 0.636 0.186 5.975
H 0.445 0.510 6.988
C 0.362 -1.125 5.599
H -0.035 -1.811 6.333
C 0.612 -1.553 4.292
C 0.339 -3.011 3.945
Ni -0.267 -0.949 0.677
H -0.546 -1.509 -3.461
H 0.346 -2.956 -3.890
H 0.808 -2.060 -2.468
H -0.730 -4.795 1.569
H -2.157 -5.755 1.368
H -2.317 -4.065 1.845
H 1.682 2.688 2.996
H 1.822 1.468 1.757
H 3.141 1.693 2.911
H -0.192 -3.071 2.997
H -0.272 -3.512 4.696
H 1.279 -3.551 3.829
H 3.229 -3.513 0.677
C 0.607 0.273 -0.713
Si 2.380 0.389 -1.429
H -0.071 -0.405 -1.219
H 0.372 0.863 0.166
C 2.228 0.861 -3.239
C 3.428 -1.161 -1.497
C 3.418 1.658 -0.526
H 2.850 2.554 -0.288
H 4.278 1.956 -1.123
H 3.794 1.251 0.410
H 1.474 0.255 -3.739
H 3.172 0.707 -3.760
H 1.961 1.904 -3.377
H 2.869 -2.046 -1.785
H 3.914 -1.345 -0.543
H 4.229 -1.041 -2.225
F -1.387 -1.659 1.795
*
```

Values from the calculation:
Energy above the lowest of the compared OMol25 structures with the same formula, charge and spin: 269.8 kJ/mol
HOMO energy (spin up / spin down): -5.8 / -6.1 eV
F_max: 3.6 eV/A
HOMO-LUMO gap (spin up / spin down): 5.7 / 6.0 eV

Atom charges from the Mulliken analysis, given in e for atoms 1 to 2: -0.46 0.43

=====

(2)
Entry from the Open Molecules 2025 dataset: a molecular structure, C33H57FN2O2PbSi at a distorted geometry (ωB97M-V/def2-TZVPD).

The geometry in ORCA input format:
```
! RIJCOSX wB97M-V def2-TZVPD def2/J DEFGRID3
* xyz 0 1
O 0.969 -1.773 -2.061
O -1.462 -2.189 -5.228
C 2.216 -2.402 -2.831
C 2.956 -3.518 -2.103
H 2.933 -1.580 -3.080
H 1.799 -2.786 -3.776
H 3.391 -3.165 -1.165
H 3.765 -3.837 -2.766
H 2.399 -4.454 -1.932
C -0.198 -2.615 -1.868
C -0.050 -3.863 -2.707
H -1.107 -2.001 -2.136
H -0.290 -2.876 -0.799
H -0.022 -3.582 -3.766
H -0.844 -4.614 -2.592
H 0.844 -4.472 -2.467
C -2.745 -1.821 -4.726
C -0.924 -1.421 -6.293
C -3.574 -3.101 -4.659
H -3.212 -1.049 -5.334
H -2.631 -1.434 -3.704
H -3.713 -3.505 -5.673
H -4.585 -2.928 -4.262
H -3.040 -3.856 -4.080
C -1.087 -2.129 -7.623
H 0.158 -1.332 -6.098
H -1.313 -0.389 -6.315
H -0.600 -3.098 -7.585
H -0.666 -1.520 -8.436
H -2.142 -2.280 -7.814
H 0.864 -0.384 -2.835
N 1.655 0.931 1.218
C 1.563 2.220 1.532
C 0.438 2.996 1.248
C -0.911 2.620 1.090
C 2.698 2.932 2.266
H 3.613 2.913 1.649
H 2.903 2.445 3.241
H 2.373 3.973 2.441
C -1.954 3.721 1.157
H -2.603 3.573 2.050
H -2.599 3.655 0.262
H -1.467 4.706 1.201
N -1.324 1.354 1.008
C 2.862 0.199 1.481
C 3.834 -0.026 0.457
C 3.721 0.524 -0.943
C 5.005 -0.743 0.746
H 5.782 -0.817 -0.025
C 5.156 -1.340 1.993
H 6.052 -1.906 2.209
C 4.132 -1.264 2.934
H 4.216 -1.765 3.890
C 2.978 -0.520 2.692
C 1.910 -0.465 3.727
C -2.662 0.947 1.254
C -3.547 0.667 0.193
C -3.188 0.864 -1.253
C -4.845 0.250 0.494
H -5.537 0.057 -0.318
C -5.250 0.072 1.815
H -6.250 -0.280 2.039
C -4.332 0.243 2.841
H -4.603 0.052 3.876
C -3.030 0.654 2.584
C -2.058 0.780 3.721
Pb -0.031 -0.704 0.606
H 3.681 -0.306 -1.680
H 4.629 1.102 -1.214
H 2.863 1.195 -1.101
H 1.787 0.519 4.159
H 2.214 -1.121 4.534
H 0.951 -0.872 3.395
H -3.805 0.192 -1.872
H -2.120 0.682 -1.446
H -3.411 1.883 -1.612
H -1.251 0.022 3.645
H -2.610 0.623 4.643
H -1.613 1.784 3.797
H 0.609 4.061 1.249
C 0.828 0.188 -3.877
Si 0.328 2.095 -3.889
H 1.754 0.109 -4.374
H 0.060 -0.324 -4.450
C 1.393 2.694 -5.372
C 0.716 3.163 -2.403
C -1.422 2.479 -4.490
H -1.931 1.599 -4.897
H -1.370 3.192 -5.326
H -2.073 2.957 -3.750
H 2.434 2.443 -5.186
H 1.313 3.776 -5.550
H 1.053 2.209 -6.303
H 1.550 2.764 -1.820
H -0.112 3.298 -1.694
H 1.021 4.183 -2.674
F -0.659 -1.940 2.214
*
```

Values from the calculation:
Energy above the lowest of the compared OMol25 structures with the same formula, charge and spin: 0.0 kJ/mol
HOMO energy: -7.6 eV
F_max: 3.7 eV/A
HOMO-LUMO gap: 8.2 eV

Atom charges from the Mulliken analysis, given in e for atoms 1 to 2: -0.09 -0.13

=====

(3)
Entry from the Open Molecules 2025 dataset: 4 unconnected molecules or ions with the total composition C33H57I3O2 at a distorted geometry (ωB97M-V/def2-TZVPD).

The geometry in ORCA input format:
```
! RIJCOSX wB97M-V def2-TZVPD def2/J DEFGRID3
* xyz 0 1
C 2.993 1.167 5.050
C 2.393 1.156 3.882
C 1.463 0.889 2.617
C 1.881 1.278 1.302
C 3.240 2.038 0.912
I 3.341 4.015 1.911
C 4.595 1.166 1.078
C 5.561 1.618 2.288
I 4.179 -0.998 1.138
C 0.853 0.899 0.094
O 1.222 0.534 -1.062
C -0.722 1.062 0.473
I -2.051 1.768 -1.087
C -1.149 0.734 1.804
C -2.662 0.894 2.319
C -3.256 2.393 2.253
C -2.186 3.570 2.511
C -1.913 3.868 4.103
C 0.023 0.172 2.792
O -0.174 -0.791 3.615
H 3.721 1.064 5.937
H 3.156 2.297 -0.221
H 5.211 1.321 0.100
H 5.031 1.755 3.298
H 6.061 2.621 2.006
H 6.409 0.838 2.354
H -2.723 0.440 3.382
H -3.332 0.215 1.647
H -4.071 2.461 3.085
H -3.787 2.599 1.245
H -2.684 4.552 2.118
H -1.200 3.471 1.929
H -1.445 4.936 4.131
H -1.176 3.128 4.577
H -2.925 3.953 4.639
C 4.761 -2.253 -5.940
C 4.184 -3.495 -5.277
C 2.655 -3.497 -5.221
C 2.027 -2.365 -4.404
C 2.472 -2.286 -2.942
C 2.101 -3.520 -2.131
H 4.513 -1.345 -5.384
H 5.852 -2.324 -5.987
H 4.386 -2.146 -6.962
H 4.604 -3.605 -4.272
H 4.511 -4.375 -5.843
H 2.320 -4.462 -4.824
H 2.263 -3.442 -6.243
H 0.937 -2.480 -4.436
H 2.241 -1.405 -4.887
H 1.998 -1.413 -2.482
H 3.553 -2.117 -2.879
H 1.020 -3.685 -2.147
H 2.408 -3.390 -1.089
H 2.594 -4.418 -2.513
C -3.408 -3.359 9.248
C -2.469 -3.658 8.088
C -1.761 -2.415 7.547
C -2.679 -1.339 6.961
C -3.584 -1.802 5.817
C -2.813 -2.279 4.594
H -4.223 -2.696 8.949
H -3.856 -4.287 9.618
H -2.868 -2.892 10.076
H -3.022 -4.162 7.288
H -1.709 -4.369 8.430
H -1.035 -2.727 6.788
H -1.173 -1.962 8.354
H -2.055 -0.510 6.605
H -3.305 -0.921 7.756
H -4.224 -0.963 5.520
H -4.257 -2.595 6.159
H -2.163 -1.489 4.211
H -3.509 -2.559 3.797
H -2.198 -3.153 4.819
C -2.938 2.382 -8.587
C -2.958 2.566 -7.076
C -1.776 3.381 -6.549
C -0.395 2.764 -6.788
C -0.195 1.363 -6.207
C -0.318 1.315 -4.691
H -2.060 1.820 -8.914
H -3.824 1.828 -8.911
H -2.941 3.349 -9.098
H -2.998 1.587 -6.587
H -3.885 3.083 -6.802
H -1.918 3.552 -5.477
H -1.794 4.374 -7.015
H 0.360 3.435 -6.363
H -0.192 2.729 -7.864
H 0.805 1.011 -6.486
H -0.903 0.657 -6.656
H 0.409 1.983 -4.220
H -0.127 0.300 -4.330
H -1.318 1.602 -4.358
*
```

Values from the calculation:
HOMO energy: -9.2 eV
F_max: 6.3 eV/A
HOMO-LUMO gap: 7.5 eV

Atom charges from the Mulliken analysis, given in e for atoms 1 to 2: -0.52 -0.66

=====

(4)
Entry from the Open Molecules 2025 dataset: a molecular structure, C33H57N4OP2SV at a distorted geometry (ωB97M-V/def2-TZVPD).

The geometry in ORCA input format:
```
! RIJCOSX wB97M-V def2-TZVPD def2/J DEFGRID3
* xyz 1 4
C -0.613 -2.449 -1.906
C 1.628 -2.464 -1.034
C -0.455 -3.692 -2.510
C 1.794 -3.774 -1.613
C 0.783 -4.367 -2.336
H -1.273 -4.132 -3.085
H 2.756 -4.276 -1.475
H 0.933 -5.357 -2.781
N 0.371 -1.847 -1.175
P -2.300 -0.776 -0.451
P 2.471 -0.072 -0.031
C -1.916 -1.691 -2.041
H -1.790 -0.906 -2.807
H -2.728 -2.358 -2.375
C -0.218 1.644 0.981
O -0.315 2.657 1.572
C 2.670 -1.802 -0.374
H 3.653 -2.286 -0.358
C 3.320 0.852 -1.511
C 3.496 0.326 1.542
C -3.678 0.521 -0.902
C -3.028 -2.153 0.666
C 2.907 2.337 -1.520
H 3.396 2.902 -0.712
H 3.210 2.802 -2.477
H 1.820 2.456 -1.396
C 4.856 0.743 -1.542
H 5.340 1.315 -0.734
H 5.186 -0.308 -1.482
H 5.225 1.154 -2.502
C 2.798 0.131 -2.774
H 3.089 0.711 -3.671
H 3.239 -0.875 -2.856
H 1.705 0.009 -2.769
C 3.730 1.844 1.672
H 2.782 2.403 1.597
H 4.168 2.054 2.666
H 4.432 2.231 0.916
C 2.703 -0.135 2.775
H 1.775 0.443 2.902
H 2.452 -1.205 2.716
H 3.328 0.022 3.674
C 4.833 -0.444 1.550
H 5.492 -0.186 0.708
H 5.374 -0.204 2.485
H 4.655 -1.532 1.536
C -3.300 -1.547 2.059
H -3.680 -2.339 2.730
H -2.386 -1.133 2.508
H -4.060 -0.749 2.020
C -1.966 -3.276 0.763
H -1.945 -3.880 -0.157
H -0.950 -2.904 0.943
H -2.242 -3.938 1.604
C -4.309 -2.822 0.116
H -4.453 -3.778 0.653
H -5.214 -2.221 0.274
H -4.226 -3.062 -0.958
C -3.680 0.764 -2.423
H -4.022 -0.122 -2.983
H -4.375 1.594 -2.651
H -2.684 1.046 -2.792
C -3.288 1.826 -0.178
H -2.309 2.197 -0.518
H -4.052 2.600 -0.383
H -3.224 1.683 0.914
C -5.121 0.154 -0.508
H -5.502 -0.706 -1.080
H -5.231 -0.053 0.567
H -5.767 1.021 -0.744
V 0.000 0.000 0.000
N -0.187 1.077 -1.817
C -0.273 1.720 -2.793
C -0.388 2.517 -4.030
C 0.724 2.093 -5.022
C -1.781 2.244 -4.654
C -0.227 4.018 -3.676
H 1.723 2.282 -4.600
H 0.644 1.024 -5.273
H 0.614 2.685 -5.948
H -2.592 2.549 -3.973
H -1.875 2.822 -5.590
H -1.902 1.173 -4.888
H -0.299 4.613 -4.602
H -1.012 4.353 -2.981
H 0.756 4.207 -3.213
C -0.612 -2.949 4.671
N -0.674 -1.490 4.671
C -1.021 -0.714 5.713
C -0.931 0.599 5.316
N -0.526 0.635 4.032
C -0.385 -0.650 3.649
S 0.113 -1.220 2.172
H -1.308 -3.357 3.908
H 0.423 -3.278 4.437
H -0.895 -3.354 5.666
H -1.309 -1.076 6.692
H -1.133 1.471 5.924
H -0.362 1.504 3.508
*
```

Values from the calculation:
HOMO energy (spin up / spin down): -8.6 / -8.6 eV
F_max: 5.1 eV/A
HOMO-LUMO gap (spin up / spin down): 6.9 / 5.7 eV

Atom charges from the Mulliken analysis, given in e for atoms 1 to 2: -0.83 0.13

=====

Q: Which value of F_max does entry 1 give?
A: 3.6 eV/A

=====

Q: What is the F_max in the third record?
A: 6.3 eV/A

=====

Q: Which of these has the highest F_max?
A: C33H57I3O2